[1]
A 9-piece molecular cluster, C38H85BF6N10O12S2 overall in a non-equilibrium geometry. Source: OMol25; level of theory: ωB97M-V with the def2-TZVPD basis set.

The geometry in ORCA input format:
```
! wB97M-V def2-TZVPD RIJCOSX def2/J DEFGRID3
* xyz 2 1
O -0.62 -1.15 0.46
C 0.59 -0.58 0.83
C 1.62 0.11 -0.16
O 1.37 1.23 -0.93
H 1.08 -1.22 1.58
H 0.32 0.20 1.57
H 1.92 -0.75 -0.78
H 2.50 0.22 0.49
C 2.66 0.09 3.89
C 2.06 1.49 3.67
N 2.35 2.35 4.82
C 3.26 3.37 4.79
C 3.18 4.03 6.01
N 2.18 3.36 6.72
C 1.69 2.34 5.98
C 1.67 3.65 8.07
H 2.81 -0.54 3.01
H 2.23 -0.46 4.73
H 3.73 0.11 4.13
H 0.99 1.28 3.59
H 2.31 1.83 2.66
H 3.91 3.52 3.95
H 3.65 4.90 6.44
H 0.82 1.74 6.24
H 2.04 2.88 8.74
H 0.59 3.79 8.05
H 2.09 4.60 8.41
C 1.77 -3.64 5.49
C 0.95 -3.16 4.28
N 0.14 -4.21 3.66
C -0.20 -5.45 4.15
C -0.96 -6.08 3.21
N -1.21 -5.16 2.21
C -0.59 -4.01 2.54
C -1.94 -5.41 0.98
H 2.44 -2.84 5.81
H 2.44 -4.47 5.26
H 1.12 -3.85 6.34
H 1.59 -2.70 3.52
H 0.35 -2.31 4.61
H 0.21 -5.80 5.09
H -1.38 -7.07 3.15
H -0.49 -3.19 1.83
H -2.87 -5.95 1.14
H -1.27 -6.06 0.42
H -2.15 -4.46 0.50
C -7.17 -2.50 -0.96
C -6.24 -3.50 -0.23
N -5.29 -2.87 0.66
C -4.45 -1.80 0.43
C -3.56 -1.74 1.44
N -3.97 -2.62 2.45
C -5.05 -3.28 1.92
C -3.42 -2.80 3.76
H -6.81 -2.21 -1.94
H -7.29 -1.54 -0.46
H -8.17 -2.92 -1.02
H -5.64 -4.02 -0.98
H -6.86 -4.17 0.36
H -4.42 -1.29 -0.52
H -2.65 -1.19 1.63
H -5.63 -4.01 2.45
H -4.15 -2.43 4.48
H -2.51 -2.22 3.87
H -3.22 -3.84 4.01
C 1.52 -1.88 -6.08
O 1.05 -1.65 -4.78
C 0.15 -2.59 -4.29
C 0.04 -2.52 -2.78
N -1.14 -1.58 -2.38
H -2.02 -2.06 -2.50
H -0.94 -1.58 -1.37
C -1.15 -0.20 -2.94
C -2.02 0.78 -2.16
O -3.34 0.32 -2.22
C -4.32 1.07 -1.49
H 1.97 -0.97 -6.46
H 0.66 -2.07 -6.73
H 2.19 -2.74 -6.15
H 0.47 -3.59 -4.61
H -0.82 -2.57 -4.80
H 0.93 -2.07 -2.34
H -0.31 -3.41 -2.27
H -1.55 -0.38 -3.94
H -0.13 0.18 -3.04
H -1.97 1.80 -2.56
H -1.62 0.85 -1.14
H -4.00 1.10 -0.44
H -5.23 0.48 -1.55
H -4.54 2.01 -1.99
C -4.29 4.54 -0.41
O -3.08 3.83 -0.35
C -2.62 3.61 1.01
C -1.33 2.78 0.98
N -0.43 3.23 -0.12
H 0.32 2.54 -0.32
H -0.93 3.10 -1.00
C 0.07 4.66 -0.15
C 0.78 4.88 -1.49
O -0.20 4.85 -2.54
C -0.79 6.10 -2.80
H -4.30 5.57 -0.03
H -5.09 3.97 0.05
H -4.58 4.65 -1.45
H -3.36 3.11 1.63
H -2.31 4.61 1.33
H -1.46 1.71 0.81
H -0.80 2.92 1.93
H 0.80 4.66 0.66
H -0.80 5.28 0.05
H 1.35 3.99 -1.78
H 1.47 5.72 -1.47
H -1.60 6.04 -3.52
H -0.11 6.88 -3.14
H -1.32 6.34 -1.87
C 2.58 4.97 -5.09
O 2.80 3.59 -5.11
C 1.60 2.88 -5.13
C 1.96 1.39 -4.90
N 2.69 1.22 -3.58
H 3.28 2.04 -3.52
H 1.99 1.34 -2.84
C 3.39 -0.11 -3.36
C 4.75 -0.16 -3.99
O 4.69 0.18 -5.38
C 5.81 -0.12 -6.16
H 3.49 5.57 -5.22
H 2.28 5.37 -4.12
H 1.86 5.25 -5.87
H 1.10 3.01 -6.09
H 0.93 3.22 -4.34
H 2.66 1.01 -5.64
H 1.09 0.73 -5.00
H 2.72 -0.94 -3.55
H 3.45 -0.13 -2.27
H 5.24 -1.13 -3.90
H 5.39 0.53 -3.43
H 6.02 -1.19 -6.28
H 6.74 0.34 -5.82
H 5.62 0.20 -7.19
N 3.83 -4.90 -0.39
S 2.63 -4.37 0.39
O 1.46 -3.86 -0.31
O 2.91 -3.86 1.72
F 2.12 -5.89 0.67
S 4.22 -3.38 -1.03
O 4.81 -2.42 -0.15
O 3.37 -2.89 -2.10
F 5.51 -3.77 -1.86
B -1.75 0.86 4.63
F -0.96 0.00 3.92
F -3.11 0.55 4.44
F -1.52 0.74 6.01
F -1.39 2.18 4.35
*
```

## Properties
Frontier orbital gap, eV: 6.5
Total energy, eV: -118892.78459
HOMO level, eV: -10.504
Lowest unoccupied orbital energy, eV: -3.995

[2]
A 6-piece molecular cluster, C38H85BIN9O10S overall. Source: OMol25; level of theory: ωB97M-V with the def2-TZVPD basis set.

The geometry in ORCA input format:
```
! wB97M-V def2-TZVPD RIJCOSX def2/J DEFGRID3
* xyz 0 1
C -2.43 -4.20 2.54
C -1.47 -5.18 1.89
S 0.29 -4.93 2.26
C 0.55 -3.22 1.71
C 1.19 -3.15 0.31
C 0.13 -3.59 -0.71
C 0.39 -3.27 -2.18
O 1.79 -3.28 -2.42
C -0.35 -4.27 -3.07
N -0.59 -3.72 -4.42
O 1.68 -1.80 0.05
C 0.79 -0.70 0.15
C 0.73 -0.06 1.57
C 2.07 0.09 2.30
C 1.98 -0.12 3.82
I 2.86 2.05 1.93
C 1.20 0.41 -0.81
N 1.22 0.06 -2.23
C 2.40 0.59 -2.91
C 2.51 0.13 -4.37
N 3.87 -0.15 -4.86
C 4.64 1.02 -5.30
C 5.06 2.07 -4.27
C 4.60 -1.11 -4.12
C 4.26 -2.54 -4.41
O 5.48 -0.80 -3.34
C -0.03 0.39 -2.90
C -0.29 1.84 -3.34
O 0.14 2.71 -2.30
C -1.76 2.02 -3.73
N -2.64 2.20 -2.58
B 2.49 -4.09 0.45
O 3.43 -3.64 1.36
C 2.80 -5.45 -0.26
C 3.92 -5.33 -1.31
H -2.08 -3.90 3.53
H -3.42 -4.66 2.64
H -2.53 -3.29 1.94
H -1.66 -6.20 2.24
H -1.59 -5.16 0.81
H 1.20 -2.77 2.46
H -0.41 -2.70 1.72
H -0.04 -4.66 -0.59
H -0.82 -3.11 -0.45
H -0.03 -2.29 -2.44
H 1.92 -3.35 -3.38
H -1.30 -4.51 -2.60
H 0.26 -5.18 -3.12
H -1.53 -3.94 -4.72
H 0.00 -4.18 -5.11
H -0.23 -1.02 -0.10
H 0.27 0.92 1.43
H 0.06 -0.61 2.22
H 2.82 -0.59 1.90
H 2.91 -0.51 4.22
H 1.74 0.80 4.35
H 1.19 -0.84 4.04
H 0.51 1.24 -0.64
H 2.19 0.77 -0.53
H 2.41 1.69 -2.85
H 3.29 0.24 -2.37
H 2.14 0.91 -5.04
H 1.88 -0.75 -4.53
H 5.52 0.63 -5.81
H 4.03 1.51 -6.06
H 5.62 2.86 -4.78
H 5.70 1.63 -3.50
H 4.20 2.54 -3.80
H 5.19 -3.08 -4.59
H 3.61 -2.63 -5.28
H 3.78 -2.97 -3.54
H -0.84 0.08 -2.23
H -0.13 -0.23 -3.80
H 0.30 2.06 -4.25
H -0.03 3.62 -2.57
H -2.04 1.16 -4.35
H -1.85 2.90 -4.38
H -2.96 1.32 -2.21
H -3.46 2.73 -2.84
H 3.81 -2.78 1.11
H 3.15 -6.12 0.53
H 1.92 -5.93 -0.70
H 4.61 -6.17 -1.25
H 3.49 -5.35 -2.32
H 4.50 -4.41 -1.22
C -4.29 -4.11 -0.53
O -3.14 -3.76 -0.74
N -5.26 -4.10 -1.46
C -6.61 -4.52 -1.17
C -4.92 -3.66 -2.80
H -4.63 -4.46 0.46
H -6.91 -5.37 -1.79
H -7.32 -3.70 -1.34
H -6.68 -4.81 -0.12
H -4.14 -4.29 -3.23
H -4.54 -2.63 -2.79
H -5.81 -3.71 -3.42
C 2.13 6.31 5.01
O 1.88 7.04 5.96
N 2.49 6.77 3.80
C 2.75 5.88 2.68
C 2.59 8.20 3.60
H 2.08 5.21 5.07
H 3.76 6.00 2.29
H 2.04 6.09 1.87
H 2.61 4.85 2.99
H 3.31 8.64 4.28
H 1.62 8.68 3.79
H 2.88 8.40 2.57
C -3.96 -7.15 4.15
O -4.48 -6.59 3.20
N -4.12 -8.45 4.44
C -3.47 -9.07 5.58
C -4.97 -9.25 3.58
H -3.30 -6.62 4.86
H -2.81 -9.87 5.26
H -4.21 -9.48 6.27
H -2.88 -8.32 6.10
H -4.59 -9.25 2.55
H -5.99 -8.85 3.56
H -4.99 -10.27 3.95
C 0.70 6.01 -0.46
O 1.23 7.09 -0.68
N -0.61 5.84 -0.26
C -1.20 4.54 0.00
C -1.47 7.01 -0.29
H 1.28 5.07 -0.41
H -1.93 4.28 -0.77
H -1.70 4.53 0.97
H -0.43 3.77 0.00
H -1.41 7.50 -1.26
H -1.18 7.73 0.47
H -2.50 6.69 -0.11
C -2.00 9.59 2.35
O -2.55 8.51 2.40
N -1.49 10.23 3.42
C -0.82 11.51 3.30
C -1.60 9.61 4.73
H -1.85 10.14 1.41
H 0.22 11.45 3.64
H -1.33 12.28 3.88
H -0.82 11.81 2.25
H -1.11 8.64 4.74
H -2.64 9.46 5.01
H -1.12 10.26 5.47
*
```

## Properties
SMILES: CCSC[C@@](C[C@@H](O)CN)(O[C@@H](C[C@H](C)I)CN(CCN(CC)C(C)=O)C[C@H](O)CN)B(O)CC.CN(C)C=O.CN(C)C=O.CN(C)C=O.CN(C)C=O.CN(C)C=O
Frontier orbital gap, eV: 8.3
Total energy, eV: -94283.59010
HOMO level, eV: -7.981
Lowest unoccupied orbital energy, eV: 0.298

Q: What is the frontier orbital gap in the second record?
A: 8.3 eV

Q: Look up the lowest unoccupied orbital energy of the second one.
A: 0.298 eV